Record 1
Formula: C14H22Cl2N2O2S
Source: the OMol25 dataset
Level of theory: ωB97M-V/def2-TZVPD

```
! wB97M-V def2-TZVPD RIJCOSX def2/J DEFGRID3
* xyz 0 1
C 2.998 3.795 3.626
C 1.685 4.741 2.781
C 1.382 5.770 3.718
N 0.742 3.851 2.491
C 1.090 2.948 1.266
C -0.172 2.263 0.835
N 0.022 1.143 -0.126
C 0.309 1.752 -1.752
C -1.056 1.234 -2.344
C 1.427 1.007 -2.156
S 0.992 -0.202 0.413
O 2.285 -0.172 0.115
O 0.175 -0.309 1.797
C 0.067 -1.560 -0.529
C 0.705 -2.299 -1.345
C 0.193 -3.418 -1.834
C -1.361 -3.595 -1.837
Cl -1.804 -4.819 -2.679
C -2.018 -2.710 -1.065
C -1.347 -1.735 -0.599
Cl -2.247 -0.665 0.579
H 3.370 2.996 2.880
H 2.593 3.285 4.333
H 3.725 4.536 3.868
H 2.337 5.171 2.024
H 0.719 6.317 3.262
H 2.062 6.331 4.092
H 1.099 5.320 4.851
H 0.344 3.338 3.412
H 1.748 2.147 1.524
H 1.651 3.246 0.714
H -0.946 2.926 0.550
H -0.456 1.577 1.664
H 0.214 2.761 -1.402
H -1.304 0.237 -2.375
H -0.895 1.765 -3.364
H -1.900 1.642 -1.604
H 1.427 0.015 -2.484
H 1.519 1.681 -3.235
H 2.379 1.184 -1.630
H 1.939 -2.292 -1.117
H 0.880 -4.124 -2.569
H -3.091 -2.731 -1.171
*
```

Summary:
Energy above the lowest of the compared OMol25 structures with the same formula, charge and spin: 0.742 eV
LUMO energy: -0.1369 eV
HOMO-LUMO gap: 7.6 eV
Highest occupied orbital energy: -7.718 eV

Record 2
Formula: C14H22ClMoO5P
Source: the OMol25 dataset
Level of theory: ωB97M-V/def2-TZVPD

```
! wB97M-V def2-TZVPD RIJCOSX def2/J DEFGRID3
* xyz 2 3
Cl 1.343 2.689 -0.733
C -2.279 0.015 -1.006
C -1.610 -1.268 -1.083
C -0.503 -1.135 -1.987
H -1.920 -2.197 -0.602
C -0.459 0.225 -2.482
C -1.574 0.926 -1.873
H -1.847 1.952 -2.096
H -3.181 0.226 -0.430
H 0.176 -1.922 -2.308
C 0.559 0.780 -3.413
Mo -0.206 0.278 -0.294
C -0.532 -0.744 1.409
C 0.200 2.297 0.736
O -0.691 -1.362 2.385
O 0.027 3.039 1.646
H 1.445 0.142 -3.413
H 0.863 1.789 -3.119
H 0.206 0.810 -4.448
C 4.422 -1.775 1.796
C 3.107 -1.560 1.107
O 2.346 -0.419 1.619
P 2.583 0.875 2.615
O 3.538 0.289 3.800
C 3.133 -0.464 4.997
C 2.187 -1.607 4.762
O 1.082 0.777 3.303
C 0.508 1.772 4.189
C -0.988 1.555 4.160
H 5.140 -1.041 1.427
H 4.788 -2.769 1.532
H 4.357 -1.715 2.886
H 3.240 -1.380 0.032
H 2.431 -2.415 1.214
H 4.090 -0.843 5.372
H 2.736 0.253 5.729
H 2.496 -2.240 3.922
H 2.225 -2.209 5.676
H 1.150 -1.284 4.622
H 0.918 1.642 5.206
H 0.748 2.781 3.825
H -1.269 0.594 4.603
H -1.468 2.351 4.731
H -1.368 1.605 3.136
*
```

Summary:
Energy above the lowest of the compared OMol25 structures with the same formula, charge and spin: 4.525 eV
LUMO energy (alpha / beta): -10.8077 / -10.7652 eV
HOMO-LUMO gap (alpha / beta): 3.9 / 3.9 eV
Highest occupied orbital energy (alpha / beta): -14.686 / -14.708 eV

Record 3
Formula: C14H22FIN5O4Os
Source: the OMol25 dataset
Level of theory: ωB97M-V/def2-TZVPD

```
! wB97M-V def2-TZVPD RIJCOSX def2/J DEFGRID3
* xyz 1 1
Os 0.614 -0.703 0.734
N 2.236 -0.003 2.023
C 1.723 0.763 3.180
C 0.293 1.170 2.902
O -0.415 1.739 3.699
O -0.110 0.887 1.671
H 2.671 -0.860 2.356
H 2.957 0.502 1.519
H 2.313 1.659 3.372
H 1.735 0.151 4.079
N 0.257 0.711 -0.857
C -0.425 0.043 -2.003
C -1.671 0.806 -2.505
C -3.061 0.346 -2.031
C -3.304 0.135 -0.543
N -3.059 1.353 0.232
C -2.921 1.374 1.560
N -2.915 0.250 2.266
N -2.822 2.541 2.209
C -0.777 -1.400 -1.652
O -1.200 -2.152 -2.480
O -0.638 -1.730 -0.359
H -0.335 1.425 -0.438
H 1.101 1.169 -1.182
H 0.297 -0.007 -2.817
H -1.694 0.718 -3.591
H -1.511 1.870 -2.303
H -3.290 -0.608 -2.507
H -3.793 1.058 -2.421
H -2.636 -0.642 -0.173
H -4.331 -0.207 -0.394
H -3.273 2.234 -0.211
H -2.861 -0.652 1.824
H -2.622 0.291 3.230
H -2.732 3.383 1.665
H -2.254 2.522 3.053
F 5.277 -2.297 -2.940
C 4.285 -1.918 -2.124
C 3.380 -2.864 -1.682
C 2.355 -2.475 -0.831
C 2.228 -1.138 -0.438
C 3.163 -0.215 -0.900
C 4.201 -0.595 -1.743
H 3.483 -3.893 -1.997
H 1.658 -3.226 -0.481
H 3.110 0.832 -0.609
H 4.932 0.117 -2.101
I 0.380 -2.466 2.739
*
```

Summary:
Energy above the lowest of the compared OMol25 structures with the same formula, charge and spin: 0.297 eV
LUMO energy: -3.9259 eV
HOMO-LUMO gap: 7.3 eV
Highest occupied orbital energy: -11.217 eV

Record 4
Formula: C14H22IMoN2O6Si
Source: the OMol25 dataset
Level of theory: ωB97M-V/def2-TZVPD

```
! wB97M-V def2-TZVPD RIJCOSX def2/J DEFGRID3
* xyz 1 3
Mo 0.208 0.740 0.615
O 0.954 -1.282 -1.092
C 1.881 -2.269 -0.620
C 1.626 -2.439 0.857
N 1.678 -1.161 1.589
C 3.012 -0.512 1.523
C 3.058 0.449 0.356
O 3.825 0.417 -0.559
O 2.059 1.349 0.470
C 1.223 -1.315 2.974
C 0.610 -0.037 3.546
O 0.432 0.207 4.689
O 0.190 0.775 2.526
H 1.288 -0.893 -1.907
H 2.904 -1.953 -0.824
H 1.713 -3.223 -1.122
H 2.348 -3.153 1.269
H 0.628 -2.857 1.003
H 3.822 -1.240 1.458
H 3.143 0.081 2.428
H 2.013 -1.656 3.647
H 0.422 -2.058 2.994
I -4.622 -0.922 3.951
C -3.583 -1.045 2.173
C -3.968 -1.911 1.159
C -3.234 -1.948 -0.014
C -2.130 -1.128 -0.138
N -1.752 -0.298 0.844
C -2.466 -0.252 1.978
H -4.834 -2.549 1.284
H -3.506 -2.602 -0.829
H -1.524 -1.128 -1.033
H -2.129 0.439 2.738
C 0.518 1.423 -3.760
Si -0.383 2.302 -2.430
C -2.153 2.561 -2.803
C 0.482 3.811 -1.856
O -0.308 1.245 -1.049
H 0.593 2.075 -4.635
H 0.006 0.510 -4.073
H 1.541 1.181 -3.456
H -2.250 3.299 -3.605
H -2.700 2.941 -1.938
H -2.633 1.640 -3.143
H 0.388 4.631 -2.571
H 1.544 3.602 -1.708
H 0.067 4.155 -0.906
*
```

Summary:
Energy above the lowest of the compared OMol25 structures with the same formula, charge and spin: 1.233 eV
LUMO energy (alpha / beta): -4.4879 / -4.1982 eV
HOMO-LUMO gap (alpha / beta): 7.7 / 8.1 eV
Highest occupied orbital energy (alpha / beta): -12.149 / -12.298 eV

Record 5
Formula: C14H22N2O5Sm
Source: the OMol25 dataset
Level of theory: ωB97M-V/def2-TZVPD

```
! wB97M-V def2-TZVPD RIJCOSX def2/J DEFGRID3
* xyz 3 6
C -3.984 0.199 -0.323
C -2.934 -0.877 0.086
C -1.870 -0.206 1.038
C -1.937 -0.772 2.515
C -0.467 -0.229 0.477
C 0.158 0.949 0.155
C -0.559 2.287 0.317
O -0.631 2.903 1.354
O -1.149 2.803 -0.744
C 1.468 1.003 -0.361
C 2.057 2.355 -0.722
O 2.132 3.167 0.430
C 2.061 4.552 -0.006
C 2.160 -0.232 -0.520
C 3.603 -0.238 -1.058
N 3.654 -0.351 -2.522
C 1.516 -1.370 -0.197
N 0.231 -1.389 0.274
C -0.317 -2.688 0.554
O -1.192 -3.141 -0.536
O -1.646 -4.440 -0.280
H -4.587 -0.108 -1.181
H -3.454 1.116 -0.629
H -4.599 0.500 0.535
H -3.480 -1.671 0.613
H -2.491 -1.211 -0.858
H -2.211 0.830 1.128
H -2.470 -0.093 3.182
H -2.451 -1.745 2.479
H -0.918 -0.989 2.865
H 1.359 2.850 -1.426
H 3.035 2.276 -1.216
H 2.571 4.691 -0.970
H 2.567 5.187 0.724
H 0.997 4.805 -0.109
H 4.160 -1.043 -0.562
H 4.104 0.691 -0.767
H 3.031 0.362 -2.894
H 3.267 -1.255 -2.779
H 2.031 -2.318 -0.339
H 0.519 -3.411 0.570
H -0.800 -2.759 1.540
H -1.631 -4.643 0.686
Sm -0.903 -6.348 -0.527
*
```

Summary:
LUMO energy (alpha / beta): -12.5908 / -12.4898 eV
HOMO-LUMO gap (alpha / beta): 4.5 / 4.6 eV
Highest occupied orbital energy (alpha / beta): -17.069 / -17.058 eV

Record 6
Formula: C14H22N3O10
Source: the OMol25 dataset
Level of theory: ωB97M-V/def2-TZVPD

```
! wB97M-V def2-TZVPD RIJCOSX def2/J DEFGRID3
* xyz -1 1
O -2.855 5.422 -0.865
O -0.188 -1.150 -0.130
O 2.769 -2.442 -1.697
O 2.472 -5.347 2.045
O 1.174 3.655 2.182
O -0.955 -0.933 -2.176
O 0.647 -4.748 3.237
O 0.186 -2.929 -3.175
O -1.218 -5.111 -2.074
O -0.989 -5.638 0.581
C -2.235 4.836 0.008
C -0.737 -0.480 -1.029
C 1.813 -3.045 -1.226
C 1.394 -4.772 2.107
C 0.644 3.891 1.103
N 1.053 4.906 0.329
N 1.934 -3.329 0.117
N -1.429 3.824 -0.304
C -2.380 5.269 1.453
C 2.156 5.802 0.663
C -1.193 0.945 -0.694
C 0.760 -3.741 -2.122
C 0.867 -4.020 0.870
C -0.396 -4.258 -1.263
C 0.136 -5.017 -0.045
C -0.062 1.785 -0.074
C -0.562 3.065 0.618
H 1.146 -5.275 3.875
H -0.233 -2.091 -2.783
H -1.386 -4.617 -2.902
H -1.589 -5.914 -0.141
H 0.556 5.050 -0.538
H 2.440 -2.594 0.602
H -1.448 3.532 -1.270
H -2.705 4.424 2.055
H -1.428 5.645 1.823
H -3.126 6.060 1.508
H 2.242 6.592 -0.084
H 3.086 5.232 0.700
H 1.979 6.246 1.644
H -1.555 1.444 -1.596
H -2.021 0.886 0.017
H 1.264 -4.595 -2.582
H 0.145 -3.274 1.219
H -0.996 -3.409 -0.918
H 0.839 -5.790 -0.376
H 0.470 1.194 0.672
H 0.643 2.051 -0.863
H -1.130 2.763 1.498
*
```

Summary:
LUMO energy: 2.4688 eV
HOMO-LUMO gap: 8.4 eV
Highest occupied orbital energy: -5.904 eV

Record 7
Formula: C14H22N4O9ReS
Source: the OMol25 dataset
Level of theory: ωB97M-V/def2-TZVPD

```
! wB97M-V def2-TZVPD RIJCOSX def2/J DEFGRID3
* xyz 2 4
Re -1.286 -0.496 -1.677
O -1.261 -1.347 -3.652
C -0.603 -0.409 -4.581
C -1.153 0.952 -4.259
N -0.964 1.269 -2.789
C 0.445 1.720 -2.473
C 1.358 0.553 -2.150
O 2.531 0.639 -2.228
O 0.674 -0.558 -1.734
C -2.053 2.214 -2.346
C -3.356 1.435 -2.230
O -4.415 1.914 -2.419
O -3.131 0.127 -1.872
H -2.096 -1.683 -4.019
H -0.811 -0.693 -5.608
H 0.463 -0.504 -4.408
H -2.223 0.974 -4.460
H -0.677 1.733 -4.850
H 0.424 2.364 -1.595
H 0.869 2.279 -3.301
H -2.176 3.030 -3.051
H -1.797 2.626 -1.371
C 3.454 -0.285 1.248
C 3.617 -0.470 2.755
S 2.108 -0.255 3.661
O 1.294 0.746 2.988
O 2.386 -0.146 5.062
C 1.235 -1.798 3.400
C -0.264 -1.562 3.475
N -0.771 -0.727 2.350
C -0.804 -1.112 1.089
N -1.222 -0.093 0.321
C -1.458 1.003 1.136
C -1.168 0.603 2.378
N -1.303 1.447 3.562
O -1.291 2.636 3.332
O -1.352 0.899 4.642
C -0.474 -2.445 0.505
H 4.427 -0.342 0.764
H 3.021 0.687 1.023
H 2.826 -1.067 0.803
H 4.266 0.283 3.208
H 3.985 -1.461 3.037
H 1.527 -2.464 4.214
H 1.573 -2.213 2.445
H -0.532 -1.047 4.384
H -0.798 -2.509 3.470
H -1.810 1.969 0.812
H -0.648 -3.263 1.204
H 0.562 -2.491 0.159
H -1.146 -2.663 -0.356
*
```

Summary:
LUMO energy (alpha / beta): -9.1663 / -9.6190 eV
HOMO-LUMO gap (alpha / beta): 6.7 / 6.3 eV
Highest occupied orbital energy (alpha / beta): -15.872 / -15.893 eV

Record 8
Formula: C14H23AuN4O
Source: the OMol25 dataset
Level of theory: ωB97M-V/def2-TZVPD

```
! wB97M-V def2-TZVPD RIJCOSX def2/J DEFGRID3
* xyz 2 1
Au 1.082 -0.588 -0.083
C -3.175 0.472 2.701
C -1.935 0.339 1.951
N -0.958 0.217 1.360
H -3.641 1.430 2.477
H -2.959 0.422 3.768
H -3.854 -0.336 2.435
O 0.871 -2.362 -0.864
C 0.544 0.173 -4.344
C 1.126 -0.291 -2.994
N 0.283 0.214 -1.868
C 0.253 1.696 -1.894
C -0.340 2.188 -3.233
N -0.687 0.986 -4.063
C -1.707 0.141 -3.356
C -1.100 -0.319 -2.016
H 0.246 -0.662 -4.975
H 1.233 0.804 -4.901
H 2.133 0.096 -2.858
H 1.151 -1.375 -2.908
H 1.269 2.065 -1.769
H -0.351 2.038 -1.056
H 0.367 2.786 -3.803
H -1.253 2.764 -3.095
H -1.080 1.304 -4.949
H -1.947 -0.694 -4.010
H -2.599 0.750 -3.223
H -1.030 -1.403 -1.952
H -1.685 0.046 -1.175
N 1.875 -1.654 1.448
C 1.564 -1.170 2.784
C 0.974 -2.022 3.699
C 0.679 -1.544 4.968
C 0.979 -0.232 5.308
C 1.574 0.612 4.378
C 1.866 0.144 3.107
H 1.452 -2.564 1.237
H 2.878 -1.771 1.311
H 0.751 -3.048 3.433
H 0.226 -2.204 5.696
H 0.760 0.131 6.302
H 1.820 1.630 4.646
H 2.344 0.793 2.380
*
```

Summary:
Energy above the lowest of the compared OMol25 structures with the same formula, charge and spin: 1.865 eV
LUMO energy (alpha / beta): -7.4152 / -7.3344 eV
HOMO-LUMO gap (alpha / beta): 7.3 / 7.3 eV
Highest occupied orbital energy (alpha / beta): -14.676 / -14.674 eV

Record 9
Formula: C14H23BCrN6O
Source: the OMol25 dataset
Level of theory: ωB97M-V/def2-TZVPD

```
! wB97M-V def2-TZVPD RIJCOSX def2/J DEFGRID3
* xyz 0 5
H 2.785 -1.010 -0.804
N 1.356 0.594 -0.874
B -0.019 2.643 -1.434
N 1.288 1.777 -1.585
C 2.381 1.867 -2.379
Cr -0.176 0.082 0.320
H 2.593 2.724 -2.999
C 3.185 0.735 -2.164
H 4.107 0.483 -2.631
C 2.512 -0.051 -1.194
H 0.067 3.626 -2.131
C -1.590 -0.579 1.665
H -1.473 -1.264 2.504
H -2.129 -1.154 0.833
H -2.158 0.312 1.912
N -0.254 3.100 0.046
N -1.238 1.751 -1.805
N -0.317 2.079 0.987
N -1.445 0.547 -1.134
C -0.260 4.297 0.697
C -2.111 1.864 -2.825
H -0.152 5.241 0.184
H -2.100 2.727 -3.482
C -0.312 4.040 2.071
C -2.931 0.711 -2.818
C -0.299 2.643 2.218
C -2.450 -0.092 -1.772
H -0.282 4.749 2.884
H -3.696 0.478 -3.517
H -0.180 2.071 3.130
H -2.719 -1.123 -1.532
H -0.538 0.074 2.070
C -0.629 -3.853 0.665
C 0.539 -2.851 0.780
C 0.622 -2.690 2.309
C 1.878 -3.496 0.468
O 0.377 -1.714 -0.008
H -0.468 -4.642 1.412
H -0.707 -4.343 -0.301
H -1.580 -3.381 0.953
H 0.606 -3.721 2.690
H 1.525 -2.154 2.613
H -0.230 -2.159 2.722
H 1.930 -3.867 -0.556
H 2.645 -2.743 0.664
H 2.049 -4.329 1.147
*
```

Summary:
Energy above the lowest of the compared OMol25 structures with the same formula, charge and spin: 0.449 eV
LUMO energy (alpha / beta): 0.6263 / 0.2324 eV
HOMO-LUMO gap (alpha / beta): 7.4 / 8.8 eV
Highest occupied orbital energy (alpha / beta): -6.797 / -8.526 eV

Record 10
Formula: C14H23BIrN6O
Source: the OMol25 dataset
Level of theory: ωB97M-V/def2-TZVPD

```
! wB97M-V def2-TZVPD RIJCOSX def2/J DEFGRID3
* xyz 4 6
C -0.287 2.078 -0.352
N -0.217 1.029 -1.214
N 0.042 1.538 -2.476
C 0.093 2.886 -2.391
C -0.116 3.257 -1.061
B 0.325 0.534 -3.652
N 1.460 -0.382 -3.083
N 1.252 -0.955 -1.834
C 2.398 -1.589 -1.447
C 3.329 -1.471 -2.460
C 2.723 -0.693 -3.450
Ir -0.447 -0.961 -0.870
N -1.035 -0.270 -3.686
N -1.466 -0.838 -2.482
C -2.698 -1.411 -2.687
C -3.025 -1.260 -4.024
C -1.990 -0.517 -4.609
H -3.213 -1.898 -1.876
H -1.895 -0.178 -5.637
H -3.897 -1.665 -4.499
H 0.594 1.097 -4.676
H 3.144 -0.379 -4.391
H 0.284 3.477 -3.288
H 4.304 -1.921 -2.455
H -0.124 4.260 -0.686
H 2.424 -2.083 -0.496
H -0.435 1.925 0.705
H -1.243 -3.061 0.472
C -0.796 -2.083 0.744
H 0.125 -2.270 1.319
H -0.434 0.830 2.442
H -1.471 -1.528 1.414
C -1.296 0.598 4.520
C 0.210 0.443 4.247
C 1.171 1.295 5.086
C 0.564 -1.049 4.162
O 0.434 0.980 2.890
H -1.652 0.347 5.532
H -1.809 -0.075 3.809
H -1.636 1.615 4.278
H 1.192 1.132 6.177
H 2.204 1.154 4.745
H 0.967 2.365 4.954
H -0.087 -1.496 3.389
H 1.592 -1.175 3.801
H 0.438 -1.629 5.094
*
```

Summary:
LUMO energy (alpha / beta): -15.0046 / -17.4761 eV
HOMO-LUMO gap (alpha / beta): 6.9 / 4.3 eV
Highest occupied orbital energy (alpha / beta): -21.880 / -21.767 eV